Entry 1:
# C26H31KN2O2Si

C26H31KN2O2Si as an isolated structure (ωB97M-V/def2-TZVPD, the Open Molecules 2025 dataset).

Cartesian coordinates (Å):
K  -0.1760  0.7285  0.1112
O  -1.0529  5.2860  0.1700
C  -0.5444  4.1496  0.2194
O  -0.9748  3.0626  -0.2233
C  0.8219  4.0682  0.9370
C  1.4820  5.2302  1.3315
C  2.7094  5.1220  1.9591
C  3.2350  3.8570  2.1863
C  2.5058  2.7519  1.7726
N  1.3270  2.8555  1.1547
H  1.0029  6.1782  1.1309
H  3.2506  6.0089  2.2723
H  4.1902  3.7211  2.6783
H  2.8544  1.7374  1.9354
C  -2.6067  -0.6556  -1.2214
Si  -2.2433  -2.2391  -1.9057
C  -1.2340  -3.3695  -0.7477
N  -0.0765  -2.7677  -0.1084
C  1.0343  -2.4141  -1.0057
C  2.2256  -3.3791  -0.9003
C  1.7324  -4.8031  -0.6653
C  0.9939  -4.8820  0.6825
C  0.4035  -3.5054  1.0453
C  -3.6089  -3.5089  -2.4750
C  -4.4802  -3.1222  -3.4993
C  -5.4868  -3.9504  -3.9726
C  -5.6642  -5.2166  -3.4224
C  -4.8215  -5.6265  -2.3995
C  -3.8134  -4.7823  -1.9407
C  -1.3377  -2.0569  -3.5839
C  -1.0597  -3.1532  -4.4040
C  -0.3483  -3.0177  -5.5894
C  0.0910  -1.7631  -5.9947
C  -0.1896  -0.6552  -5.2055
C  -0.8901  -0.8063  -4.0145
H  -3.0243  -0.6221  -0.2142
H  -3.0049  0.1299  -1.8636
H  -1.0179  -4.3227  -1.2762
H  -1.9346  -3.6404  0.0559
H  1.4037  -1.4151  -0.7608
H  0.6632  -2.4170  -2.0311
H  2.8687  -3.0670  -0.0723
H  2.8279  -3.3101  -1.8106
H  2.5570  -5.5218  -0.6966
H  1.0513  -5.0750  -1.4781
H  1.6837  -5.1916  1.4754
H  0.2075  -5.6419  0.6355
H  1.1557  -2.8814  1.5314
H  -0.4206  -3.6210  1.7564
H  -4.3644  -2.1336  -3.9356
H  -6.1374  -3.6096  -4.7713
H  -6.4467  -5.8720  -3.7883
H  -4.9440  -6.6097  -1.9566
H  -3.1737  -5.1401  -1.1405
H  -1.4111  -4.1384  -4.1095
H  -0.1366  -3.8905  -6.1979
H  0.6495  -1.6503  -6.9173
H  0.1477  0.3290  -5.5111
H  -1.0863  0.0555  -3.3846
C  2.6028  -0.5760  1.5717
H  2.6237  -0.1960  2.6125
H  3.4554  -0.1030  1.0450
H  2.8732  -1.6462  1.6527

LUMO energy: 4.5 eV
E_tot: -58742.529 eV
HOMO: -0.355 eV
Charge: -2
Gap between HOMO and LUMO: 4.85 eV
Relative energy (zero: lowest compared OMol25 entry of this formula, charge and spin): 0.00 kJ/mol

---

Entry 2:
# C26H31N3O8P

A 4-piece molecular cluster, C26H31N3O8P overall (ωB97M-V/def2-TZVPD, the Open Molecules 2025 dataset).

Cartesian coordinates (Å):
C  -2.5534  -0.1159  4.9611
C  -1.5133  0.5546  4.0421
C  -2.1828  0.9817  2.7397
C  -0.3808  -0.4456  3.7907
C  0.9226  0.2216  3.3636
N  0.9967  0.6554  1.9427
C  0.8132  -0.1544  0.8875
N  -0.2803  0.0805  0.0383
N  1.7001  -1.1215  0.6095
C  1.4402  -2.0233  -0.5412
C  2.6778  -2.7452  -1.0583
O  2.9312  -3.8665  -0.7204
P  3.1395  -1.3053  1.6247
O  3.8832  -0.0614  1.8383
H  -2.1152  -0.3471  5.9314
H  -2.8670  -1.0573  4.5012
H  -3.4320  0.5135  5.0817
H  -1.1179  1.4226  4.5759
H  -1.5475  1.6687  2.1867
H  -3.1102  1.5120  2.9615
H  -2.4311  0.1168  2.1212
H  -0.7050  -1.2350  3.1060
H  -0.1650  -0.9377  4.7441
H  1.7794  -0.3921  3.6243
H  1.0328  1.1345  3.9474
H  0.4738  1.5141  1.7911
H  -0.7859  -0.8047  -0.1099
H  0.0407  0.4541  -0.8523
H  1.0231  -1.4461  -1.3634
H  0.7293  -2.7897  -0.2363
H  3.3134  -2.2011  -1.7693
H  2.6120  -1.9430  2.7493
H  3.8531  -2.2864  0.9432
C  4.6586  -0.9375  -4.1282
C  5.9367  -0.6040  -3.9706
C  6.3678  0.8202  -4.0030
O  7.5281  1.1256  -3.8628
C  5.3147  1.8498  -4.2090
C  4.0364  1.5115  -4.3560
C  3.6094  0.0921  -4.3243
O  2.4406  -0.2220  -4.4358
H  4.3225  -1.9676  -4.1151
H  6.7183  -1.3371  -3.8166
H  5.6518  2.8782  -4.2284
H  3.2530  2.2439  -4.5045
C  -0.3243  4.5202  -0.9863
C  -0.8392  4.9636  -2.1300
C  -2.2882  4.8157  -2.4312
O  -2.7569  5.2124  -3.4716
C  -3.1382  4.1573  -1.4032
C  -2.6203  3.7154  -0.2604
C  -1.1750  3.8620  0.0331
O  -0.7045  3.4545  1.0786
H  0.7263  4.6191  -0.7428
H  -0.2407  5.4498  -2.8898
H  -4.1899  4.0644  -1.6423
H  -3.2184  3.2352  0.5040
C  -4.1342  -4.8360  -0.1118
C  -2.9342  -4.3592  0.2091
C  -2.6218  -2.9251  0.0607
O  -1.5088  -2.5027  0.3613
C  -3.6737  -2.0273  -0.4562
C  -4.8760  -2.4967  -0.7785
C  -5.2041  -3.9418  -0.6303
O  -6.2944  -4.3674  -0.9213
H  -4.3908  -5.8829  -0.0135
H  -2.1402  -4.9888  0.5896
H  -3.4168  -0.9809  -0.5593
H  -5.6662  -1.8630  -1.1601

LUMO energy: -4.4 eV
E_tot: -57594.008 eV
HOMO: -12.422 eV
Charge: +1
Gap between HOMO and LUMO: 8.01 eV
Relative energy (zero: lowest compared OMol25 entry of this formula, charge and spin): 0.00 kJ/mol

---

Entry 3:
# C26H31N4

A 2-piece molecular cluster, C26H31N4 overall (ωB97M-V/def2-TZVPD, the Open Molecules 2025 dataset).

Cartesian coordinates (Å):
C  -6.4308  0.7498  0.7805
N  -5.4307  0.3766  1.7670
C  -5.9908  0.0137  3.0624
C  -4.1042  0.2107  1.4578
C  -3.4822  0.8760  0.3606
C  -2.1275  0.7607  0.1210
C  -1.3035  -0.1313  0.8475
C  0.1574  -0.1357  0.6263
C  0.9493  -1.2108  1.2555
C  2.1694  -0.6537  1.7361
C  3.1500  -1.4714  2.2938
C  2.9399  -2.8498  2.2909
C  1.7341  -3.3954  1.8533
C  0.6915  -2.5815  1.3797
C  2.1456  0.7788  1.5169
C  0.9023  1.1227  0.8969
C  0.5307  2.4684  0.8418
C  1.4601  3.4471  1.2663
C  2.7188  3.0907  1.7830
C  3.0512  1.7432  1.9544
C  -1.9470  -0.8621  1.8943
C  -3.2708  -0.6512  2.2300
H  -6.0101  1.3879  -0.0013
H  -6.8866  -0.1348  0.2977
H  -7.2428  1.2935  1.2875
H  -5.3880  0.4270  3.8853
H  -7.0067  0.4334  3.1292
H  -6.0614  -1.0785  3.1987
H  -4.0810  1.5214  -0.2674
H  -1.6632  1.4153  -0.6241
H  4.0594  -1.0181  2.6743
H  3.7444  -3.5244  2.6298
H  1.5622  -4.4813  1.8986
H  -0.3062  -2.9613  1.1526
H  -0.4815  2.7633  0.5476
H  1.1857  4.5022  1.1906
H  3.4317  3.8720  2.0517
H  3.9968  1.4295  2.3885
H  -1.3481  -1.5239  2.5373
H  -3.7013  -1.1888  3.0689
C  3.9620  -0.3693  -3.2665
N  2.9831  -0.4813  -2.1949
C  3.4789  -0.9846  -0.9721
C  1.6507  -0.3003  -2.3591
N  0.8145  -0.3563  -1.3198
N  1.2581  -0.1189  -3.6933
C  1.7289  1.0695  -4.4000
C  -0.0420  -0.5630  -4.1828
H  3.6362  -0.8249  -4.1996
H  4.2442  0.6710  -3.4251
H  4.8429  -0.8952  -2.9102
H  2.7005  -1.5602  -0.4643
H  4.3340  -1.6271  -1.1645
H  3.8001  -0.1663  -0.3274
H  -0.1786  -0.3969  -1.5647
H  1.5860  1.9904  -3.8103
H  2.7900  0.9832  -4.6770
H  1.1505  1.1231  -5.3244
H  -0.2498  -1.5849  -3.8377
H  -0.8504  0.1244  -3.8844
H  0.0439  -0.5623  -5.2832

LUMO energy: -4.1 eV
E_tot: -33417.704 eV
HOMO: -10.487 eV
Charge: +1
Gap between HOMO and LUMO: 6.43 eV
Relative energy (zero: lowest compared OMol25 entry of this formula, charge and spin): 212.34 kJ/mol

---

Entry 4:
# C26H31N5O2PPdS2

C26H31N5O2PPdS2 as an isolated structure (ωB97M-V/def2-TZVPD, the Open Molecules 2025 dataset).

Cartesian coordinates (Å):
Pd  0.4064  -0.0180  0.2903
N  -0.0381  -1.5651  1.6247
C  -1.4311  -1.9673  1.7456
C  -1.7840  -3.0674  2.5017
C  -3.1163  -3.4703  2.5043
C  -4.0827  -2.7834  1.7785
C  -3.7371  -1.6639  1.0427
C  -2.4022  -1.2477  1.0455
P  -1.8370  0.2907  0.4050
C  -2.9422  1.1948  -0.5904
C  -3.5640  0.5454  -1.6701
C  -4.5320  1.2127  -2.3952
C  -4.8661  2.5209  -2.0534
C  -4.2374  3.1693  -0.9947
C  -3.2607  2.5206  -0.2628
C  -1.1095  1.2668  1.7140
C  -1.2793  0.9581  3.0818
C  -0.5549  1.6497  4.0232
C  0.3730  2.6277  3.6331
C  0.5387  2.9498  2.3021
C  -0.2165  2.2895  1.3332
H  0.5371  -2.3894  1.3123
H  0.3736  -1.3361  2.5353
H  -1.0388  -3.6285  3.0496
H  -3.3993  -4.3477  3.0701
H  -5.1094  -3.1213  1.7968
H  -4.4902  -1.1016  0.5065
H  -3.2893  -0.4693  -1.9336
H  -5.0285  0.7222  -3.2206
H  -5.6301  3.0406  -2.6163
H  -4.5205  4.1801  -0.7359
H  -2.7884  3.0245  0.5708
H  -2.0016  0.2111  3.3877
H  -0.7097  1.4494  5.0746
H  0.9419  3.1488  4.3912
H  1.2251  3.7289  2.0037
H  -0.1710  2.6205  0.3027
C  5.5667  -3.7668  -1.0600
C  4.2732  -3.5939  -0.3460
C  3.9725  -4.2636  0.8388
C  2.7523  -4.0337  1.4407
N  1.8441  -3.2181  0.8859
C  2.2304  -2.6266  -0.2337
S  0.9983  -1.6661  -1.1216
N  3.3809  -2.7269  -0.8682
H  6.0201  -4.7284  -0.8307
H  6.2634  -2.9862  -0.7450
H  5.4222  -3.6761  -2.1344
H  4.6794  -4.9502  1.2815
H  2.4774  -4.5255  2.3651
C  -0.8703  3.2424  -2.8044
S  0.4556  2.1195  -2.4022
C  0.8039  1.4756  -4.0271
O  -0.2231  0.9252  -1.6891
H  -0.4753  3.9740  -3.5101
H  -1.1815  3.7541  -1.8977
H  -1.6966  2.6873  -3.2481
H  1.3738  2.2261  -4.5738
H  -0.1245  1.2349  -4.5411
H  1.4126  0.5858  -3.8841
N  3.5527  0.5922  -1.7664
C  3.2731  1.3292  -0.6806
N  4.0283  2.4072  -0.4325
O  2.3145  1.0716  0.0998
H  4.4017  0.7566  -2.2826
H  3.1499  -0.3351  -1.8192
H  4.8449  2.6390  -0.9740
H  3.8514  2.9314  0.4067

LUMO energy: -10.6 eV
E_tot: -73425.018 eV
HOMO: -17.151 eV
Charge: +3
Gap between HOMO and LUMO: 6.57 eV